[1]
Entry from the Open Molecules 2025 dataset: a cluster of 8 separate species, C24H48O8 in total (wB97M-V/def2-TZVPD).

CARTESIAN COORDINATES (ANGSTROEM)
C  0.42403  -4.06829  3.62012
C  1.86058  -3.69052  3.33347
O  2.16041  -2.56324  3.03510
C  2.90392  -4.78363  3.44365
H  0.36273  -4.61166  4.56584
H  -0.00172  -4.70912  2.84498
H  -0.18812  -3.17039  3.67959
H  3.89865  -4.35758  3.36439
H  2.75532  -5.50274  2.63396
H  2.78797  -5.31533  4.38892
C  -4.29815  -1.38363  1.25801
C  -4.08860  -2.61149  0.41333
O  -4.37028  -3.71346  0.80886
C  -3.44597  -2.39044  -0.93539
H  -4.97893  -0.69375  0.75643
H  -3.34001  -0.86920  1.37443
H  -4.69232  -1.65275  2.23428
H  -3.82086  -3.09497  -1.67711
H  -2.37386  -2.52144  -0.81663
H  -3.66084  -1.39761  -1.33809
C  2.90971  1.45595  2.96995
C  2.45807  2.87811  2.79824
O  1.81428  3.23842  1.83822
C  2.82643  3.84218  3.91605
H  4.00033  1.42702  2.96120
H  2.54658  0.84778  2.14673
H  2.53760  1.08761  3.92465
H  3.33446  3.32919  4.73155
H  1.91117  4.28253  4.31497
H  3.45819  4.64329  3.53774
C  1.02886  -3.84135  -1.44200
C  -0.33576  -4.48143  -1.35577
O  -0.94703  -4.77442  -2.34823
C  -0.93146  -4.66612  0.01999
H  1.74100  -4.49621  -1.94582
H  1.42481  -3.57725  -0.46094
H  0.93717  -2.93242  -2.03912
H  -0.93647  -3.72931  0.57931
H  -0.34756  -5.40041  0.58855
H  -1.94013  -5.06305  -0.07542
C  -2.71066  1.70411  -1.98083
C  -3.82380  1.79302  -0.97881
O  -3.62253  2.09629  0.17235
C  -5.18672  1.38693  -1.45993
H  -1.76526  2.10620  -1.63961
H  -2.93781  2.27477  -2.89214
H  -2.56841  0.67137  -2.30973
H  -5.14467  0.37268  -1.87093
H  -5.53664  2.04071  -2.26178
H  -5.91237  1.40222  -0.65090
C  -0.91694  4.55642  -0.46728
C  -0.87653  6.03767  -0.76161
O  -1.87322  6.70856  -0.75702
C  0.47175  6.64299  -1.07721
H  -0.45728  4.08769  -1.34628
H  -1.96081  4.26210  -0.42238
H  -0.36175  4.30540  0.43363
H  0.41041  7.72498  -0.98535
H  0.76370  6.40994  -2.10475
H  1.24959  6.24988  -0.42048
C  4.34990  1.28258  -4.82161
C  3.61777  0.83772  -3.57073
O  3.60552  1.51818  -2.58003
C  2.83153  -0.45308  -3.64608
H  3.79923  2.13587  -5.22286
H  4.40859  0.49178  -5.56486
H  5.34948  1.63500  -4.57195
H  3.50544  -1.29990  -3.78726
H  2.11120  -0.42344  -4.46429
H  2.28566  -0.59018  -2.71182
C  -0.03481  -0.73729  1.25299
C  -0.08545  -0.23288  -0.16791
O  -0.62058  -0.87998  -1.04640
C  0.49234  1.13672  -0.41892
H  -0.86946  -1.39752  1.47096
H  0.00129  0.09128  1.96341
H  0.91072  -1.27215  1.39408
H  -0.31168  1.80350  -0.09124
H  0.67005  1.22505  -1.48674
H  1.35899  1.32596  0.20429

Values from the calculation:
orbital gap: 9.76 eV
E_HOMO: -9.25 eV
SMILES: CC(C)=O.CC(C)=O.CC(C)=O.CC(C)=O.CC(C)=O.CC(C)=O.CC(C)=O.CC(C)=O
LUMO: 0.5 eV
relative energy (zero: lowest compared OMol25 entry of this formula, charge and spin): 4.41 kJ/mol
E: -1545.16943 hartree

Löwdin population analysis, charges in e, atoms 1 to 5: C -0.013; C -0.496; O 0.055; C -0.017; H 0.085

[2]
Entry from the Open Molecules 2025 dataset: a structure of composition C24H44Cl12F12N2O12S4Zn (wB97M-V/def2-TZVPD).

CARTESIAN COORDINATES (ANGSTROEM)
Zn  -31.37549  -9.40136  -14.57268
C  -33.56214  -6.11738  -14.55964
F  -34.63565  -5.73844  -13.87682
F  -33.87484  -7.03915  -15.42672
F  -33.07091  -5.04092  -15.14298
S  -32.27436  -6.76627  -13.31152
O  -30.98230  -6.54954  -13.90929
O  -32.52468  -6.18783  -12.00882
N  -32.53275  -8.47234  -13.34573
S  -33.59531  -8.98887  -12.24051
O  -34.70159  -8.13612  -11.95520
O  -33.91934  -10.36052  -12.57988
C  -32.43421  -9.10731  -10.70843
F  -33.12563  -8.85174  -9.60540
F  -31.98769  -10.36724  -10.66410
F  -31.38477  -8.30404  -10.78376
C  -31.32361  -10.63040  -18.44489
F  -31.85968  -11.69396  -17.86764
F  -30.02357  -10.75059  -18.57456
F  -31.85266  -10.55161  -19.66052
S  -31.82111  -9.07096  -17.49239
O  -32.12043  -8.04048  -18.43469
O  -32.91786  -9.47927  -16.64384
N  -30.56897  -8.91067  -16.30726
S  -29.56159  -7.86399  -16.93629
O  -29.20448  -8.22792  -18.28733
O  -29.97007  -6.50038  -16.72764
C  -27.98675  -8.17804  -15.93718
F  -28.14109  -7.73843  -14.70125
F  -27.78620  -9.49817  -15.92834
F  -26.95732  -7.61220  -16.51400
C  -29.65324  -8.14576  -8.17795
O  -29.24652  -9.23254  -8.96776
C  -28.84401  -10.34313  -8.17994
C  -28.60363  -11.51537  -9.07776
O  -27.67912  -11.15258  -10.08198
C  -27.11970  -12.24165  -10.79671
H  -28.90891  -7.88260  -7.42001
H  -30.64041  -8.33159  -7.73578
H  -29.78205  -7.25431  -8.79398
H  -29.70735  -10.56073  -7.53325
H  -27.97961  -10.08610  -7.56043
H  -29.50845  -11.99788  -9.46931
H  -28.14850  -12.33411  -8.49929
H  -27.93028  -12.95566  -10.97352
H  -26.20535  -12.57409  -10.30915
H  -26.84721  -11.92795  -11.80868
C  -33.05313  -12.19869  -14.91474
O  -31.90745  -11.42751  -14.51967
C  -30.66997  -12.08277  -14.77871
C  -29.65992  -11.57994  -13.74721
O  -29.84054  -10.17692  -13.54123
C  -29.06098  -9.63402  -12.48224
H  -33.92374  -11.54957  -14.83205
H  -33.22084  -13.04166  -14.24476
H  -32.97961  -12.52353  -15.94603
H  -30.31237  -11.86238  -15.78955
H  -30.69967  -13.17335  -14.74265
H  -28.65398  -11.78612  -14.12708
H  -29.70367  -12.10885  -12.79305
H  -29.09422  -8.54774  -12.54667
H  -28.01079  -9.92345  -12.54922
H  -29.40967  -9.91784  -11.48970
Cl  -30.85509  -2.90560  -14.06675
C  -29.81616  -3.59582  -15.33688
C  -28.59915  -4.37079  -14.84175
Cl  -27.39143  -3.33922  -14.05380
H  -29.61843  -2.79089  -16.04065
H  -30.43105  -4.30555  -15.89364
H  -28.20968  -4.82642  -15.75233
H  -28.94960  -5.17467  -14.20061
Cl  -35.87859  -9.28853  -14.92012
C  -37.50597  -9.68377  -15.52680
C  -37.42674  -9.86652  -17.02674
Cl  -39.03764  -10.14646  -17.69693
H  -38.15688  -8.82397  -15.35187
H  -37.99683  -10.49251  -14.99376
H  -36.82868  -10.75151  -17.25336
H  -36.98102  -9.05054  -17.58790
Cl  -35.82504  -5.86703  -7.83086
C  -35.94091  -6.55643  -9.49141
C  -35.99037  -5.46590  -10.53265
Cl  -37.48688  -4.48560  -10.49152
H  -36.84850  -7.14918  -9.48951
H  -35.03899  -7.12973  -9.67644
H  -35.99341  -5.87959  -11.54001
H  -35.12887  -4.80092  -10.53555
Cl  -37.60582  -15.13327  -11.27748
C  -36.63504  -13.65773  -11.10138
C  -35.84572  -13.34047  -12.35957
Cl  -36.86993  -12.65796  -13.67432
H  -35.91476  -13.79734  -10.29762
H  -37.35333  -12.88614  -10.84327
H  -35.39375  -14.25451  -12.74028
H  -35.06339  -12.59394  -12.23809
Cl  -38.52322  -6.14294  -16.49176
C  -37.33411  -4.95068  -15.91790
C  -37.94503  -3.62045  -15.53289
Cl  -38.43618  -2.67838  -16.97932
H  -36.56858  -4.92077  -16.69055
H  -36.84065  -5.43222  -15.07382
H  -37.20175  -2.98322  -15.06269
H  -38.84407  -3.72653  -14.93667
Cl  -35.25188  -9.37098  -5.18496
C  -34.86218  -9.64408  -6.91594
C  -36.17503  -9.76531  -7.67110
Cl  -35.83714  -10.11821  -9.40280
H  -34.23826  -10.52592  -7.01029
H  -34.34391  -8.76462  -7.29543
H  -36.81171  -8.89491  -7.53639
H  -36.71765  -10.59213  -7.20989

Values from the calculation:
orbital gap: 9.91 eV
E_HOMO: -10.42 eV
LUMO: -0.5 eV
E: -12045.97894 hartree

Löwdin population analysis, charges in e, atoms 1 to 5: Zn 0.709; C -0.678; F 0.139; F 0.138; F 0.156

[3]
Entry from the Open Molecules 2025 dataset: a structure of composition C4H5NOS2 (wB97M-V/def2-TZVPD).

CARTESIAN COORDINATES (ANGSTROEM)
C  0.53368  0.66821  0.04200
C  -0.95988  0.85509  0.05082
C  -1.47335  -0.41592  -0.03187
C  0.80267  -0.67368  -0.10432
H  1.49718  2.31298  -1.04560
H  2.35269  1.03856  0.10151
H  -1.62270  1.67050  0.30467
H  -3.36035  -0.56974  1.72676
H  1.93876  -2.42005  -1.04370
N  1.51978  1.70205  0.08382
O  -0.46563  -1.28799  -0.20361
S  -2.99153  -1.04795  -0.04810
S  2.22867  -1.83206  0.16764

Values from the calculation:
orbital gap: 7.43 eV
E_HOMO: -8.32 eV
LUMO: -0.9 eV
relative energy (zero: lowest compared OMol25 entry of this formula, charge and spin): 430.61 kJ/mol
E: -1081.62925 hartree

Löwdin population analysis, charges in e, atoms 1 to 5: C -0.362; C -0.005; C -0.904; C -0.534; H 0.217

Question: orbital gap of number 2 (C24H44Cl12F12N2O12S4Zn)?
Answer: 9.91 eV

Question: The highest orbital gap belongs to which entry?
Answer: C24H44Cl12F12N2O12S4Zn

Question: Which formula does entry 3 have?
Answer: C4H5NOS2